Below is a molecular structure, C16H35AuN2O4S2Si, with properties calculated with wB97M-V/def2-TZVPD.

ORCA input file:
```
! RIJCOSX wB97M-V def2-TZVPD def2/J DEFGRID3
* xyz 0 1
Au -0.0734 -0.0109 -0.2017
O 1.3856 2.9257 1.0672
S 1.5559 2.2497 -0.2023
O 2.5579 2.7740 -1.0798
O 1.8638 0.7366 0.0938
O 0.2022 2.1050 -0.8972
S -2.3834 0.2839 0.1146
C -2.2556 2.0425 0.0478
N -1.7810 2.7017 1.0852
C -1.4517 4.1309 1.0399
C -2.3771 4.8221 0.0537
C -2.3461 4.0781 -1.2703
N -2.7026 2.6784 -1.0237
H -1.3371 2.1380 1.7942
H -0.4033 4.2199 0.7494
H -1.5718 4.5299 2.0455
H -2.0559 5.8525 -0.0883
H -3.3980 4.8365 0.4413
H -1.3448 4.1017 -1.7053
H -3.0574 4.4897 -1.9833
H -2.9103 2.0856 -1.8113
C 2.8401 -2.1109 -0.4221
C 1.6249 -2.9343 -0.8829
C 1.9717 -4.4038 -0.5730
C 1.5423 -2.7579 -2.4072
Si -0.0547 -2.4292 -0.0468
C -1.5916 -3.0904 -1.0297
C -1.4035 -4.5760 -1.3923
C -2.9000 -3.0088 -0.2283
C -1.8243 -2.3166 -2.3380
C -0.1208 -2.8480 1.8308
C -0.4249 -4.3338 2.0893
C 1.2251 -2.5204 2.4946
C -1.1792 -2.0094 2.5623
H 3.6917 -2.3950 -1.0495
H 3.1199 -2.3207 0.6078
H 2.7084 -1.0380 -0.5245
H 2.9090 -4.6481 -1.0850
H 1.2233 -5.1169 -0.9092
H 2.1418 -4.5642 0.4916
H 2.5118 -3.0216 -2.8413
H 1.3354 -1.7211 -2.6861
H 0.7950 -3.3956 -2.8763
H -1.1952 -5.2020 -0.5230
H -0.6109 -4.7311 -2.1212
H -2.3317 -4.9434 -1.8432
H -2.8843 -3.6189 0.6731
H -3.7132 -3.3848 -0.8588
H -3.1696 -1.9927 0.0588
H -0.9456 -2.2750 -2.9792
H -2.1497 -1.2932 -2.1481
H -2.6211 -2.8139 -2.9023
H 0.2888 -5.0004 1.6057
H -1.4237 -4.6240 1.7655
H -0.3677 -4.5246 3.1665
H 2.0147 -3.2067 2.1917
H 1.1151 -2.6124 3.5804
H 1.5577 -1.5012 2.2810
H -2.1817 -2.1117 2.1480
H -0.9224 -0.9494 2.5539
H -1.2186 -2.3301 3.6090
*
```

* energy relative to the best compared isomer or geometry (same formula, charge and spin): 6.2 kJ/mol
* E_LUMO: -1.416 eV
* calculated total energy: -61571.86694 eV
* frontier orbital gap: 0.2835 Ha

The molecule's Mulliken atomic charges, reported in e, are given here:
1 Au -0.06
2 O -0.70
3 S 1.15
4 O -0.66
5 O -0.71
6 O -0.87
7 S -0.26
8 C -0.23
9 N 0.08
10 C -0.49
11 C -0.69
12 C -0.52
13 N -0.10
14 H 0.28
15 H 0.22
16 H 0.42
17 H 0.38
18 H 0.29
19 H 0.25
20 H 0.42
21 H 0.25
22 C -1.83
23 C 2.46
24 C -1.85
25 C -1.96
26 Si -0.42
27 C 2.65
28 C -1.89
29 C -1.79
30 C -1.63
31 C 2.76
32 C -1.74
33 C -1.95
34 C -1.67
35 H 0.53
36 H 0.37
37 H 0.35
38 H 0.54
39 H 0.30
40 H 0.30
41 H 0.57
42 H 0.26
43 H 0.33
44 H 0.31
45 H 0.32
46 H 0.58
47 H 0.31
48 H 0.57
49 H 0.20
50 H 0.29
51 H 0.20
52 H 0.54
53 H 0.28
54 H 0.29
55 H 0.55
56 H 0.33
57 H 0.59
58 H 0.32
59 H 0.34
60 H 0.25
61 H 0.57

Below is 3 unconnected molecules or ions with the total composition C16H35NO8, with properties calculated with wB97M-V/def2-TZVPD.

ORCA input file:
```
! RIJCOSX wB97M-V def2-TZVPD def2/J DEFGRID3
* xyz 0 1
C 2.7364 0.3866 1.7930
C 2.6123 0.5648 0.2920
O 2.7648 -0.6962 -0.3290
C 2.2183 -0.7834 -1.6383
C 0.8437 -1.4683 -1.6676
C -0.3592 -0.5807 -2.0289
C -1.6875 -1.3224 -1.8314
C -2.3052 -1.3378 -0.4087
C -1.7113 -0.4243 0.6552
O -2.2885 0.8677 0.4961
C -1.4649 1.9461 0.8574
C -2.2821 3.2097 1.0616
N -3.1040 3.5128 -0.1064
H 2.4079 1.2948 2.3073
H 2.1093 -0.4460 2.1204
H 3.7667 0.1886 2.0951
H 3.3895 1.2501 -0.0778
H 1.6430 0.9986 0.0322
H 2.9355 -1.3559 -2.2335
H 2.1664 0.2204 -2.0833
H 0.6942 -1.9489 -0.6945
H 0.8768 -2.2779 -2.4065
H -0.3410 0.3667 -1.4808
H -0.2702 -0.3168 -3.0892
H -1.5015 -2.3590 -2.1368
H -2.4342 -0.9416 -2.5323
H -3.3555 -1.0350 -0.4714
H -2.3101 -2.3626 -0.0241
H -1.9792 -0.8086 1.6494
H -0.6159 -0.3693 0.6125
H -0.9200 1.7182 1.7867
H -0.7215 2.1347 0.0676
H -2.9447 3.0990 1.9239
H -1.5587 4.0026 1.3119
H -3.6840 4.3218 0.0803
H -2.5117 3.7720 -0.8885
C -7.7501 -2.2582 4.4051
O -6.6116 -1.3916 4.4238
C -6.4202 -0.7164 3.2889
O -7.1108 -0.7918 2.3063
O -5.3413 0.0455 3.4316
C -5.0102 0.8287 2.2747
H -7.7703 -2.7287 5.3831
H -8.6620 -1.6884 4.2371
H -7.6474 -3.0081 3.6230
H -5.8230 1.5101 2.0319
H -4.8012 0.1902 1.4198
H -4.1145 1.3768 2.5447
C 5.7672 -1.6537 -1.3902
O 7.0595 -1.0536 -1.5602
C 7.1948 -0.3677 -2.6903
O 6.3481 -0.2182 -3.5333
O 8.4283 0.1356 -2.7338
C 8.7086 0.9042 -3.9080
H 5.8034 -2.1589 -0.4305
H 4.9883 -0.8946 -1.3753
H 5.5772 -2.3675 -2.1895
H 8.0350 1.7562 -3.9771
H 8.6035 0.2907 -4.8007
H 9.7349 1.2387 -3.7949
*
```

* energy relative to the best compared isomer or geometry (same formula, charge and spin): 19.0 kJ/mol
* E_LUMO: 0.740 eV
* structure (SMILES): CCOCCCCCCOCCN.COC(=O)OC.COC(=O)OC
* calculated total energy: -35028.72193 eV
* frontier orbital gap: 0.3736 Ha

The molecule's Mulliken atomic charges, reported in e, are given here:
1 C -1.45
2 C 0.34
3 O -0.39
4 C -0.69
5 C -0.66
6 C -0.39
7 C -0.95
8 C -0.66
9 C -0.22
10 O -0.27
11 C -0.24
12 C -0.86
13 N -0.51
14 H 0.38
15 H 0.30
16 H 0.38
17 H 0.35
18 H -0.06
19 H 0.39
20 H 0.40
21 H 0.30
22 H 0.42
23 H 0.08
24 H 0.45
25 H 0.34
26 H 0.38
27 H 0.28
28 H 0.45
29 H 0.38
30 H 0.07
31 H 0.32
32 H 0.21
33 H 0.45
34 H 0.34
35 H 0.23
36 H 0.21
37 C -0.63
38 O -0.33
39 C 0.76
40 O -0.54
41 O -0.35
42 C -0.39
43 H 0.21
44 H 0.30
45 H 0.29
46 H 0.37
47 H 0.19
48 H 0.06
49 C -0.48
50 O -0.33
51 C 0.78
52 O -0.56
53 O -0.33
54 C -0.62
55 H 0.27
56 H 0.12
57 H 0.31
58 H 0.30
59 H 0.29
60 H 0.21

Below is 7 unconnected molecules or ions with the total composition C16H36BN3O10 at a distorted geometry, with properties calculated with wB97M-V/def2-TZVPD.

ORCA input file:
```
! RIJCOSX wB97M-V def2-TZVPD def2/J DEFGRID3
* xyz 0 1
C 1.8385 0.0893 0.2284
O 1.9179 1.4846 0.6952
B 1.8856 2.3451 -0.5346
O 3.0583 3.1669 -0.8908
C 0.4767 2.2515 -1.4293
N -0.7567 1.8165 -0.6889
C -1.9712 1.7144 -1.5661
C -3.3754 1.1883 -0.8400
C -3.4060 0.8497 0.7960
N -2.9565 2.1067 1.5691
C -4.7690 0.9827 -1.6802
C -4.7160 1.3105 -3.2997
O -5.9523 1.0920 -4.0753
C -3.3387 1.8512 -4.0073
C -1.9147 2.0588 -3.1546
N -0.7353 2.5444 -3.9491
C 0.4406 2.6171 -3.0149
O 1.7422 3.0456 -3.6274
H 0.8314 -0.4615 0.5287
H 2.7420 -0.5028 0.7328
H 1.9770 -0.0503 -0.9295
H 3.6944 2.5042 -1.3377
H -4.5300 0.5720 1.0838
H -2.6989 -0.0630 1.0768
H -3.7518 2.3273 2.2286
H -2.9774 2.8915 0.8612
H -5.7208 0.5923 -1.1133
H -5.8214 0.1607 -4.4748
H -3.3965 2.0698 -5.1783
H 1.8072 4.0455 -3.6245
C -5.1333 -2.9468 1.5362
O -4.4964 -1.6836 1.4843
H -5.4877 -3.2074 0.5361
H -4.4200 -3.7019 1.8758
H -5.9836 -2.8994 2.2208
H -4.1928 -1.4793 2.3851
C -0.2721 3.1436 -7.7375
O 0.0486 1.9030 -7.1358
H -0.4327 2.9888 -8.8070
H -1.1850 3.5424 -7.2881
H 0.5540 3.8442 -7.5930
H 0.1854 2.0718 -6.1881
C 4.8868 -0.6882 3.0650
O 3.9234 -1.4919 2.4090
H 5.3998 -0.0718 2.3231
H 4.3890 -0.0413 3.7917
H 5.6144 -1.3287 3.5695
H 3.4848 -2.0272 3.0921
C 6.4257 -4.0012 2.6510
O 7.4308 -3.0220 2.8387
H 5.8319 -4.0804 3.5646
H 5.7776 -3.7052 1.8223
H 6.8912 -4.9662 2.4367
H 7.9410 -2.9741 2.0123
C 9.6833 -0.7951 4.0210
O 8.8674 -1.0038 5.1589
H 10.3756 0.0249 4.2258
H 10.2514 -1.7039 3.8073
H 9.0564 -0.5347 3.1647
H 8.2641 -1.7365 4.9476
C -8.9911 -2.0117 2.4306
O -8.0647 -3.0178 2.7965
H -8.4492 -1.1767 1.9803
H -9.7016 -2.4158 1.7052
H -9.5210 -1.6622 3.3200
H -8.5742 -3.7450 3.1928
*
```

* E_LUMO: -1.373 eV
* structure (SMILES): COB(O)c1nc2c(CN)cc(O)cc2nc1O.CO.CO.CO.CO.CO.CO
* calculated total energy: -42783.77701 eV
* frontier orbital gap: 0.2570 Ha

The molecule's Mulliken atomic charges, reported in e, are given here:
1 C -0.35
2 O -0.41
3 B 0.60
4 O -0.51
5 C 0.21
6 N -0.25
7 C 0.33
8 C 0.38
9 C -0.07
10 N -0.64
11 C -0.57
12 C -0.02
13 O -0.50
14 C -0.48
15 C 0.35
16 N -0.29
17 C -0.15
18 O -0.48
19 H 0.17
20 H 0.07
21 H 0.23
22 H 0.34
23 H 0.23
24 H 0.07
25 H 0.27
26 H 0.27
27 H 0.25
28 H 0.35
29 H 0.30
30 H 0.34
31 C -0.55
32 O -0.44
33 H 0.21
34 H 0.28
35 H 0.18
36 H 0.28
37 C -0.50
38 O -0.50
39 H 0.24
40 H 0.22
41 H 0.22
42 H 0.31
43 C -0.56
44 O -0.49
45 H 0.22
46 H 0.32
47 H 0.22
48 H 0.26
49 C -0.60
50 O -0.40
51 H 0.21
52 H 0.27
53 H 0.30
54 H 0.26
55 C -0.43
56 O -0.53
57 H 0.25
58 H 0.22
59 H 0.18
60 H 0.30
61 C -0.51
62 O -0.50
63 H 0.20
64 H 0.26
65 H 0.26
66 H 0.29

Question: Which formula does entry 2 have?
Answer: C16H35NO8

Question: Look up the frontier orbital gap of the second one.
Answer: 0.3736 Ha

Question: What is the calculated total energy in the second record?
Answer: -35028.72193 eV